# 1
ORCA calculation (the ωB97M-V functional and the def2-TZVPD basis) on a structure of composition C28H41CoF5N2P3.

CARTESIAN COORDINATES (ANGSTROEM)
Co1 -0.0425 -0.0343 0.4805
C1 3.3041 -0.4524 -1.4355
P1 2.3915 -0.1503 0.1127
C2 3.1741 -1.3612 1.2179
C3 2.9921 1.5050 0.5618
C4 4.2721 1.7642 1.0450
C5 4.6415 3.0547 1.3969
C6 3.7297 4.0939 1.2447
C7 2.4622 3.8469 0.7257
C8 2.0841 2.5523 0.3722
P2 0.4514 2.1243 -0.3660
C9 -0.4959 3.6680 -0.2629
C10 0.8282 2.0783 -2.1652
H1 4.3620 -0.4856 -1.1794
H2 3.1380 0.3535 -2.1491
H3 3.0273 -1.4031 -1.8930
H4 4.2352 -1.1561 1.3678
H5 3.0771 -2.3420 0.7497
H6 2.6635 -1.3936 2.1735
H7 4.9860 0.9553 1.1729
H8 5.6359 3.2492 1.7873
H9 4.0095 5.1048 1.5171
H10 1.7756 4.6768 0.5974
H11 0.0009 4.4394 -0.8531
H12 -0.6030 4.0035 0.7665
H13 -1.4872 3.4897 -0.6796
H14 1.6560 2.7523 -2.3827
H15 -0.0516 2.3970 -2.7219
H16 1.0806 1.0729 -2.4987
F1 -1.8820 1.2858 -1.8685
C11 -2.5883 0.5683 -0.9529
C12 -1.9761 -0.0424 0.1165
C13 -2.8458 -0.7560 0.9139
F2 -2.4094 -1.3967 2.0354
C14 -4.2018 -0.8574 0.7024
F3 -4.9781 -1.5558 1.5276
C15 -4.7582 -0.2183 -0.3830
F4 -6.0608 -0.3028 -0.6171
C16 -3.9407 0.5033 -1.2215
F5 -4.4621 1.1166 -2.2801
C17 0.8040 -2.2177 3.5371
C18 -0.1424 -1.1136 4.0326
C19 0.0999 -0.8581 5.5272
P3 -0.1863 0.3587 2.9141
C20 1.0311 1.6059 3.5550
C21 0.6261 2.5115 4.7274
C22 2.4100 0.9536 3.8425
C23 -1.8732 1.0635 3.2489
C24 -2.3605 1.1475 4.7006
C25 -2.1026 2.3826 2.5129
H17 0.5261 -3.1803 3.9822
H18 1.8363 -2.0238 3.8374
H19 0.7916 -2.3274 2.4553
H20 -1.1600 -1.4880 3.9133
H21 1.1629 -0.6992 5.7256
H22 -0.2065 -1.7367 6.1031
H23 -0.4497 -0.0057 5.9220
H24 1.1537 2.2621 2.6961
H25 0.5138 1.9580 5.6604
H26 -0.2942 3.0657 4.5465
H27 1.4232 3.2484 4.8833
H28 2.4250 -0.1261 3.7364
H29 2.7093 1.1626 4.8728
H30 3.1881 1.3527 3.1895
H31 -2.5084 0.3305 2.7685
H32 -1.7678 1.8230 5.3183
H33 -2.3845 0.1692 5.1848
H34 -3.3893 1.5275 4.7004
H35 -1.5228 3.2076 2.9423
H36 -3.1607 2.6613 2.5727
H37 -1.8529 2.2869 1.4614
N1 0.0125 -3.6211 -1.6923
C26 -0.6437 -4.1770 -0.6156
C27 -0.7045 -3.1941 0.3172
N2 -0.0903 -2.0419 -0.1692
C28 0.3304 -2.3498 -1.3819
H38 0.2142 -4.0776 -2.5653
H39 -1.0049 -5.1952 -0.6138
H40 -1.1660 -3.2319 1.2830
H41 0.8181 -1.6818 -2.0758

Properties
DFT total energy   -4107.01262 Ha
Energy relative to the best compared isomer or geometry (same formula, charge and spin)   0.0 kJ/mol
Net charge   +1
Spin multiplicity   2

---

# 2
ORCA calculation (the ωB97M-V functional and the def2-TZVPD basis) on a structure of composition C38H43As2ClN3O7RbSSe.

CARTESIAN COORDINATES (ANGSTROEM)
Rb1 1.5820 1.1182 -1.9401
C1 -2.6052 3.5636 1.8956
As1 -1.1839 2.1623 1.7515
C2 -2.0824 0.9888 3.0049
C3 -0.0634 2.9965 3.1704
C4 -0.5839 3.2324 4.3951
C5 0.1062 3.8596 5.4164
C6 1.3938 4.3618 5.1761
C7 1.9468 4.0797 3.9461
C8 1.2604 3.3613 2.9306
As2 2.2741 3.1220 1.1470
C9 2.5583 5.0719 0.8555
C10 3.9839 2.6723 1.8781
H1 -2.7289 3.6851 2.9570
H2 -3.5455 3.2507 1.4677
H3 -2.2552 4.4411 1.3030
H4 -2.6906 1.7110 3.5499
H5 -1.3641 0.4013 3.5569
H6 -2.7781 0.2473 2.4913
H7 -1.5946 3.0374 4.4742
H8 -0.2841 3.9045 6.4424
H9 1.8508 5.0326 5.8865
H10 2.9500 4.4125 3.8134
H11 2.9054 5.6566 1.6986
H12 1.5759 5.5086 0.6646
H13 3.2262 5.3034 0.0115
H14 4.2420 3.2234 2.7929
H15 4.8252 2.9976 1.2657
H16 4.0017 1.6134 2.0155
O1 -3.3751 5.9901 -2.1014
C11 -4.1085 4.9726 -1.8566
O2 -5.3005 5.0581 -1.7339
C12 -3.4724 3.6197 -1.9269
C13 -4.1639 2.4283 -1.9983
Cl1 -5.8260 1.9932 -2.0064
N1 -3.2723 1.4540 -2.2007
N2 -1.9942 1.9448 -2.2836
C14 -2.1090 3.2110 -2.0787
C15 -0.8094 4.0445 -2.1456
O3 -0.7583 5.2187 -1.6953
O4 0.2005 3.4614 -2.6229
C16 -3.5027 0.0434 -2.2678
C17 -4.0447 -0.6653 -1.2367
C18 -3.9012 -2.0774 -1.1848
C19 -3.2102 -2.7112 -2.2401
C20 -2.8529 -2.0141 -3.3653
C21 -2.9521 -0.6324 -3.3571
H17 -2.4094 5.6888 -2.0325
H18 -4.5308 -0.1085 -0.4966
H19 -4.0849 -2.6072 -0.3070
H20 -2.9468 -3.7288 -2.2351
H21 -2.4754 -2.5230 -4.2195
H22 -2.4923 0.0169 -4.0844
C22 3.8569 -2.4136 4.0496
C23 3.7244 -1.5768 2.7833
O5 3.4346 -0.4240 3.0223
C24 3.7790 -2.2184 1.4355
C25 4.2826 -3.5844 1.3985
C26 4.3090 -4.2893 0.2046
C27 3.9089 -3.6661 -0.9506
C28 3.5111 -2.3242 -0.9798
C29 3.5099 -1.5313 0.1758
O6 3.3554 -0.3059 0.0115
H23 3.5765 -1.7121 4.8365
H24 4.8013 -2.7617 4.4180
H25 3.1403 -3.2623 3.9972
H26 4.3228 -4.1283 2.3295
H27 4.6326 -5.3348 0.3112
H28 3.9444 -4.1628 -1.9025
H29 3.2567 -1.8857 -1.9407
C30 0.2860 -1.3058 1.8084
C31 -0.3397 -2.6508 1.9762
S1 -1.4006 -3.0099 0.6745
O7 -2.1147 -4.2864 1.0620
C32 -0.2703 -3.4890 -0.6691
C33 0.7409 -4.5625 -0.3500
H30 1.0226 -1.0684 2.6296
H31 -0.5538 -0.5766 1.8605
H32 0.9554 -1.2152 0.9444
H33 -1.0061 -2.6330 2.8250
H34 0.3759 -3.4545 1.9608
H35 0.2375 -2.5183 -0.9774
H36 -0.9018 -3.5964 -1.5716
H37 1.5514 -4.1692 0.3013
H38 1.1674 -4.8891 -1.2868
H39 0.2626 -5.3620 0.2294
Se1 1.6936 -1.8477 -4.1120
C34 0.2984 -2.5478 -5.1049
C35 -0.4944 -1.7945 -6.0181
C36 -1.6453 -2.3897 -6.5248
N3 -2.1435 -3.5958 -6.2424
C37 -1.3948 -4.3202 -5.4192
C38 -0.2632 -3.7922 -4.7684
H40 -0.1594 -0.9075 -6.4999
H41 -2.3740 -1.8483 -7.0805
H42 -1.6997 -5.3529 -5.1944
H43 0.2930 -4.3286 -3.9938

Properties
DFT total energy   -9920.25949 Ha
Net charge   -2

---

# 3
ORCA calculation (the ωB97M-V functional and the def2-TZVPD basis) on a structure of composition C10H13N2O6Os.

CARTESIAN COORDINATES (ANGSTROEM)
O1 0.2944 4.8251 -5.2859
C1 0.3491 4.0478 -4.4591
Os1 0.6208 2.0073 -2.2925
O2 -2.1505 3.2526 -2.9146
C2 -1.1159 2.7871 -2.6789
C3 2.4694 1.2749 -1.9894
O3 3.4726 0.7683 -1.7106
C4 0.7970 3.0187 -0.6575
O4 0.9341 3.6382 0.3177
C5 0.1598 0.3572 -3.1782
O5 -0.0885 -0.6398 -3.7305
H1 1.9345 2.5614 -3.2078
C6 -2.4079 -0.0186 0.9101
N1 -1.4885 -0.9309 1.5175
C7 -1.9968 -1.7864 2.5669
C8 -0.2208 -0.8952 0.9974
O6 0.0297 -0.0825 0.0694
N2 0.7837 -1.6978 1.4309
C9 0.7382 -2.6471 2.5320
C10 2.0382 -1.4885 0.7546
H2 -3.3769 -0.1291 1.3851
H3 -2.5167 -0.2058 -0.1540
H4 -2.0811 1.0110 1.0153
H5 -1.8653 -2.8541 2.3171
H6 -1.5229 -1.5604 3.5379
H7 -3.0703 -1.5806 2.6481
H8 0.0782 -3.5221 2.3284
H9 1.7634 -3.0401 2.6726
H10 0.4284 -2.1780 3.4934
H11 1.8768 -1.6162 -0.3245
H12 2.3798 -0.4571 0.9358
H13 2.7540 -2.2196 1.1532

Properties
DFT total energy   -1039.15297 Ha
Net charge   +3
Spin multiplicity   5

---

# 4
ORCA calculation (the ωB97M-V functional and the def2-TZVPD basis) on a cluster of 2 separate species, C4H8O3 in total.

CARTESIAN COORDINATES (ANGSTROEM)
O1 0.0539 1.7961 -1.5389
C1 0.5648 0.8770 -0.9588
C2 -0.3463 0.0478 -0.0373
C3 -0.4469 -1.3880 -0.6873
C4 0.1063 -2.3741 0.3003
O2 1.1010 -2.9624 -0.0286
H1 1.5441 0.5013 -1.2906
H2 -0.0827 0.0049 1.0176
H3 -1.3292 0.4683 -0.2419
H4 -0.0487 -1.4370 -1.7032
H5 -1.5005 -1.6180 -0.8924
H6 -0.2536 -2.5121 1.3362
H7 -0.2572 2.9519 0.9019
H8 0.8757 2.9922 2.0542
O3 0.0192 2.6520 1.7690

Properties
DFT total energy   -382.51476 Ha
Energy relative to the best compared isomer or geometry (same formula, charge and spin)   154.4 kJ/mol
Net charge   +1
Spin multiplicity   2

---

Among the records above, which one has the highest net charge? C10H13N2O6Os

---

Repeat the first record exactly.
ORCA calculation (the ωB97M-V functional and the def2-TZVPD basis) on a structure of composition C28H41CoF5N2P3.

CARTESIAN COORDINATES (ANGSTROEM)
Co1 -0.0425 -0.0343 0.4805
C1 3.3041 -0.4524 -1.4355
P1 2.3915 -0.1503 0.1127
C2 3.1741 -1.3612 1.2179
C3 2.9921 1.5050 0.5618
C4 4.2721 1.7642 1.0450
C5 4.6415 3.0547 1.3969
C6 3.7297 4.0939 1.2447
C7 2.4622 3.8469 0.7257
C8 2.0841 2.5523 0.3722
P2 0.4514 2.1243 -0.3660
C9 -0.4959 3.6680 -0.2629
C10 0.8282 2.0783 -2.1652
H1 4.3620 -0.4856 -1.1794
H2 3.1380 0.3535 -2.1491
H3 3.0273 -1.4031 -1.8930
H4 4.2352 -1.1561 1.3678
H5 3.0771 -2.3420 0.7497
H6 2.6635 -1.3936 2.1735
H7 4.9860 0.9553 1.1729
H8 5.6359 3.2492 1.7873
H9 4.0095 5.1048 1.5171
H10 1.7756 4.6768 0.5974
H11 0.0009 4.4394 -0.8531
H12 -0.6030 4.0035 0.7665
H13 -1.4872 3.4897 -0.6796
H14 1.6560 2.7523 -2.3827
H15 -0.0516 2.3970 -2.7219
H16 1.0806 1.0729 -2.4987
F1 -1.8820 1.2858 -1.8685
C11 -2.5883 0.5683 -0.9529
C12 -1.9761 -0.0424 0.1165
C13 -2.8458 -0.7560 0.9139
F2 -2.4094 -1.3967 2.0354
C14 -4.2018 -0.8574 0.7024
F3 -4.9781 -1.5558 1.5276
C15 -4.7582 -0.2183 -0.3830
F4 -6.0608 -0.3028 -0.6171
C16 -3.9407 0.5033 -1.2215
F5 -4.4621 1.1166 -2.2801
C17 0.8040 -2.2177 3.5371
C18 -0.1424 -1.1136 4.0326
C19 0.0999 -0.8581 5.5272
P3 -0.1863 0.3587 2.9141
C20 1.0311 1.6059 3.5550
C21 0.6261 2.5115 4.7274
C22 2.4100 0.9536 3.8425
C23 -1.8732 1.0635 3.2489
C24 -2.3605 1.1475 4.7006
C25 -2.1026 2.3826 2.5129
H17 0.5261 -3.1803 3.9822
H18 1.8363 -2.0238 3.8374
H19 0.7916 -2.3274 2.4553
H20 -1.1600 -1.4880 3.9133
H21 1.1629 -0.6992 5.7256
H22 -0.2065 -1.7367 6.1031
H23 -0.4497 -0.0057 5.9220
H24 1.1537 2.2621 2.6961
H25 0.5138 1.9580 5.6604
H26 -0.2942 3.0657 4.5465
H27 1.4232 3.2484 4.8833
H28 2.4250 -0.1261 3.7364
H29 2.7093 1.1626 4.8728
H30 3.1881 1.3527 3.1895
H31 -2.5084 0.3305 2.7685
H32 -1.7678 1.8230 5.3183
H33 -2.3845 0.1692 5.1848
H34 -3.3893 1.5275 4.7004
H35 -1.5228 3.2076 2.9423
H36 -3.1607 2.6613 2.5727
H37 -1.8529 2.2869 1.4614
N1 0.0125 -3.6211 -1.6923
C26 -0.6437 -4.1770 -0.6156
C27 -0.7045 -3.1941 0.3172
N2 -0.0903 -2.0419 -0.1692
C28 0.3304 -2.3498 -1.3819
H38 0.2142 -4.0776 -2.5653
H39 -1.0049 -5.1952 -0.6138
H40 -1.1660 -3.2319 1.2830
H41 0.8181 -1.6818 -2.0758

Properties
DFT total energy   -4107.01262 Ha
Energy relative to the best compared isomer or geometry (same formula, charge and spin)   0.0 kJ/mol
Net charge   +1
Spin multiplicity   2

---

Which value of net charge does entry 3 give? +3